Density functional theory data (ωB97M-V/def2-TZVPD) for an isolated molecule of C3H3N3S at a distorted geometry.

Strongest force on any atom ... 14.6 eV/A
HOMO-LUMO gap ... 0.274 Eh
HOMO ... -9.3 eV
Net charge ... 0
E_LUMO ... -1.8 eV
E_tot ... -678.3042 Ha

Bonds (Å) are listed after each position.
CARTESIAN COORDINATES (ANGSTROEM)
1 H 1.7829 1.7833 -0.2178  N2 1.125
2 N 0.7092 1.4607 -0.1293  H1 1.125, C3 1.346
3 C 0.8814 0.1472 -0.3701  N2 1.346, C4 1.526, N6 1.401
4 C 2.3226 -0.3495 -0.3039  C3 1.526, N5 1.541
5 N 3.5826 -0.1495 0.5597  C4 1.541
6 N -0.0524 -0.8706 -0.1381  C3 1.401, C7 1.461, H9 1.129
7 C -1.5067 -0.9013 -0.0008  N6 1.461, S8 1.612, H10 1.205
8 S -2.5145 0.3476 0.1512  C7 1.612
9 H 0.4806 -1.8014 -0.4904  N6 1.129
10 H -1.8909 -2.0057 0.2915  C7 1.205

Mulliken population analysis, charges in e, atoms 1 to 8:
1. H 0.304
2. N -0.510
3. C 0.671
4. C -0.305
5. N -0.194
6. N -0.215
7. C -0.128
8. S -0.181

---

Density functional theory data (ωB97M-V/def2-TZVPD) for an isolated molecule of C3H3N5 at a distorted geometry.

Strongest force on any atom ... 10.2 eV/A
HOMO-LUMO gap ... 0.281 Eh
HOMO ... -9.6 eV
Net charge ... 0
E_LUMO ... -1.9 eV
E_tot ... -389.6687 Ha

Bonds (Å) are listed after each position.
CARTESIAN COORDINATES (ANGSTROEM)
1 N 2.4108 -0.1319 0.3928  C2 1.422, H9 1.040
2 C 1.1252 -0.0110 -0.2034  N1 1.422, N3 1.361, N8 1.526
3 N 0.6988 -1.1064 -0.8889  C2 1.361, N4 1.256
4 N -0.3106 -1.6595 -0.3874  N3 1.256, C5 1.350
5 C -1.2138 -0.8448 0.1991  N4 1.350, C6 1.377, H10 1.114
6 C -1.3390 0.5229 0.1003  C5 1.377, N7 1.324, H11 1.145
7 N -0.5901 1.4882 -0.4107  C6 1.324, N8 1.180
8 N 0.5777 1.3752 -0.5327  C2 1.526, N7 1.180
9 H 2.9843 0.7245 0.5346  N1 1.040
10 H -1.9285 -1.2457 0.9534  C5 1.114
11 H -2.4148 0.8885 0.2428  C6 1.145

Mulliken population analysis, charges in e, atoms 1 to 8:
1. N -0.547
2. C 0.430
3. N -0.223
4. N -0.139
5. C -0.051
6. C 0.046
7. N -0.261
8. N -0.178

---

Density functional theory data (ωB97M-V/def2-TZVPD) for an isolated molecule of C3H3NO at a distorted geometry.

Strongest force on any atom ... 4.4 eV/A
HOMO-LUMO gap ... 0.367 Eh
HOMO ... -9.5 eV
Net charge ... 0
E_LUMO ... 0.5 eV
E_tot ... -246.0218 Ha

Bonds (Å) are listed after each position.
CARTESIAN COORDINATES (ANGSTROEM)
1 C 0.1104 -0.0222 0.0445  C2 1.602, H6 1.050, H7 1.156, H8 1.072
2 C 1.6713 0.3343 -0.0074  C1 1.602, N3 1.319, C4 1.373
3 N 2.5517 1.2803 -0.2697  C2 1.319, C4 1.447
4 C 2.9851 -0.0491 0.1013  C2 1.373, N3 1.447, O5 1.201
5 O 3.9406 -0.7761 0.1293  C4 1.201
6 H -0.4405 0.2002 -0.8219  C1 1.050
7 H -0.2097 0.3680 1.0840  C1 1.156
8 H 0.1341 -1.0918 0.1036  C1 1.072

How is the electron density shared among the atoms? According to Mulliken, the charges in e are:
1. C -0.788
2. C 0.201
3. N -0.439
4. C 0.677
5. O -0.506
6. H 0.320
7. H 0.250
8. H 0.284

---

Density functional theory data (ωB97M-V/def2-TZVPD) for an isolated molecule of C3H3NO at a distorted geometry.

Strongest force on any atom ... 4.5 eV/A
HOMO-LUMO gap ... 0.406 Eh
HOMO ... -10.2 eV
Net charge ... 0
E_LUMO ... 0.8 eV
E_tot ... -246.0412 Ha

Bonds (Å) are listed after each position.
CARTESIAN COORDINATES (ANGSTROEM)
1 C -1.7185 -1.1922 -0.4896  C2 1.210, H6 1.114
2 C -0.7801 -0.5744 -0.0401  C1 1.210, C3 1.515
3 C 0.5308 -0.0606 0.5183  C2 1.515, N4 1.356, O5 1.211
4 N 1.1900 0.9247 -0.1391  C3 1.356, H7 1.087, H8 1.052
5 O 0.9799 -0.5842 1.5132  C3 1.211
6 H -2.6466 -1.6295 -0.9244  C1 1.114
7 H 0.5669 1.5515 -0.7719  N4 1.087
8 H 1.8777 1.5647 0.3337  N4 1.052

How is the electron density shared among the atoms? According to Mulliken, the charges in e are:
1. C 0.118
2. C -0.342
3. C 0.299
4. N -0.468
5. O -0.521
6. H 0.362
7. H 0.276
8. H 0.276

---

Density functional theory data (ωB97M-V/def2-TZVPD) for an isolated molecule of C3H3NO at a distorted geometry.

Strongest force on any atom ... 2.3 eV/A
HOMO-LUMO gap ... 0.372 Eh
HOMO ... -9.6 eV
Net charge ... 0
E_LUMO ... 0.5 eV
E_tot ... -245.9505 Ha

Bonds (Å) are listed after each position.
CARTESIAN COORDINATES (ANGSTROEM)
1 O -1.2866 -0.7889 -0.3424  C2 1.417, H6 0.986
2 C -0.6205 0.3838 0.0921  O1 1.417, C3 1.436, H7 1.071, H8 1.087
3 C 0.7674 0.0589 -0.0846  C2 1.436, C4 1.416, N5 1.278
4 C 1.9612 -0.7017 -0.1147  C3 1.416, N5 1.361
5 N 1.8376 0.5829 -0.5467  C3 1.278, C4 1.361
6 H -1.1605 -1.4152 0.4085  O1 0.986
7 H -0.7031 1.2404 -0.5460  C2 1.071
8 H -0.7956 0.6398 1.1337  C2 1.087

How is the electron density shared among the atoms? According to Mulliken, the charges in e are:
1. O -0.482
2. C -0.338
3. C 0.590
4. C -0.313
5. N -0.329
6. H 0.326
7. H 0.290
8. H 0.257

---

Density functional theory data (ωB97M-V/def2-TZVPD) for a cluster of 2 separate species, C3H3NO in total.

Strongest force on any atom ... 0.6 eV/A
HOMO-LUMO gap ... 0.464 Eh
HOMO ... -11.9 eV
Net charge ... 0
E_LUMO ... 0.8 eV
E_tot ... -246.0913 Ha

Bonds (Å) are listed after each position.
CARTESIAN COORDINATES (ANGSTROEM)
1 C -0.7192 -0.0233 -0.3767  C3 1.435, N4 1.143
2 C 2.1597 1.5098 -1.8732  O5 1.127
3 C -0.7230 -0.7578 0.8555  C1 1.435, H6 1.086, H7 1.090, H8 1.089
4 N -0.7176 0.5621 -1.3580  C1 1.143
5 O 2.1783 1.5498 -0.7467  C2 1.127
6 H -1.6818 -0.6297 1.3497  C3 1.086
7 H 0.0735 -0.3954 1.5050  C3 1.090
8 H -0.5699 -1.8154 0.6444  C3 1.089

How is the electron density shared among the atoms? According to Mulliken, the charges in e are:
1. C 0.364
2. C 0.110
3. C -0.748
4. N -0.388
5. O -0.125
6. H 0.265
7. H 0.262
8. H 0.260

---

Density functional theory data (ωB97M-V/def2-TZVPD) for an isolated molecule of C3H3NO at a distorted geometry.

Strongest force on any atom ... 3.7 eV/A
HOMO-LUMO gap ... 0.386 Eh
HOMO ... -9.4 eV
Net charge ... 0
E_LUMO ... 1.1 eV
E_tot ... -246.0781 Ha

Bonds (Å) are listed after each position.
CARTESIAN COORDINATES (ANGSTROEM)
1 C -0.7284 0.6745 -0.0690  C2 1.330, N5 1.354, H6 1.048
2 C -0.7392 -0.6533 0.0123  C1 1.330, O3 1.319, H7 1.117
3 O 0.4821 -1.1495 -0.0219  C2 1.319, C4 1.391
4 C 1.2753 -0.0064 -0.0162  O3 1.391, N5 1.310, H8 1.078
5 N 0.5572 1.0884 0.0314  C1 1.354, C4 1.310
6 H -1.5398 1.3340 0.0059  C1 1.048
7 H -1.6608 -1.2810 0.0848  C2 1.117
8 H 2.3536 -0.0067 -0.0271  C4 1.078

How is the electron density shared among the atoms? According to Mulliken, the charges in e are:
1. C -0.281
2. C -0.023
3. O -0.299
4. C -0.002
5. N -0.463
6. H 0.383
7. H 0.317
8. H 0.369

---

Density functional theory data (ωB97M-V/def2-TZVPD) for an isolated molecule of C3H3NO at a distorted geometry.

Strongest force on any atom ... 1.7 eV/A
HOMO-LUMO gap ... 0.432 Eh
HOMO ... -11.0 eV
Net charge ... 0
E_LUMO ... 0.7 eV
E_tot ... -246.0051 Ha

Bonds (Å) are listed after each position.
CARTESIAN COORDINATES (ANGSTROEM)
1 N 2.4987 0.2161 1.2220  C2 1.162
2 C 1.5572 0.0871 0.5536  N1 1.162, C3 1.493
3 C 0.3409 0.1863 -0.3068  C2 1.493, C4 1.563, O5 1.403, H6 1.087
4 C -1.1247 -0.3346 -0.1541  C3 1.563, O5 1.395, H7 1.117, H8 1.083
5 O -0.6590 0.8466 0.4233  C3 1.403, C4 1.395
6 H 0.6094 0.4131 -1.3349  C3 1.087
7 H -2.0515 -0.1151 -0.7378  C4 1.117
8 H -1.1711 -1.2996 0.3347  C4 1.083

How is the electron density shared among the atoms? According to Mulliken, the charges in e are:
1. N -0.362
2. C 0.136
3. C -0.030
4. C -0.205
5. O -0.327
6. H 0.307
7. H 0.265
8. H 0.215

---

Density functional theory data (ωB97M-V/def2-TZVPD) for an isolated molecule of C3H3NO at a distorted geometry.

Strongest force on any atom ... 1.2 eV/A
HOMO-LUMO gap ... 0.415 Eh
HOMO ... -10.8 eV
Net charge ... 0
E_LUMO ... 0.5 eV
E_tot ... -246.0492 Ha

Bonds (Å) are listed after each position.
CARTESIAN COORDINATES (ANGSTROEM)
1 O -2.1146 0.4752 0.0093  C2 1.203
2 C -0.9248 0.6276 0.0949  O1 1.203, C3 1.526, H6 1.108
3 C 0.0426 -0.5518 0.1155  C2 1.526, N5 1.418, H7 1.093, H8 1.097
4 C 2.3619 0.2636 -0.7000  N5 1.175
5 N 1.3372 -0.1483 -0.2985  C3 1.418, C4 1.175
6 H -0.4500 1.6254 0.1801  C2 1.108
7 H -0.3394 -1.3407 -0.5374  C3 1.093
8 H 0.0870 -0.9509 1.1361  C3 1.097

How is the electron density shared among the atoms? According to Mulliken, the charges in e are:
1. O -0.437
2. C 0.026
3. C -0.288
4. C -0.164
5. N -0.009
6. H 0.350
7. H 0.276
8. H 0.247

---

Density functional theory data (ωB97M-V/def2-TZVPD) for an isolated molecule of C3H3NO2 at a distorted geometry.

Strongest force on any atom ... 1.2 eV/A
HOMO-LUMO gap ... 0.417 Eh
HOMO ... -11.3 eV
Net charge ... 0
E_LUMO ... 0.0 eV
E_tot ... -321.3128 Ha

Bonds (Å) are listed after each position.
CARTESIAN COORDINATES (ANGSTROEM)
1 N -1.2216 -2.1563 -0.8322  C2 1.157
2 C -0.8357 -1.2168 -0.2787  N1 1.157, C3 1.486
3 C -0.2854 -0.0463 0.4523  C2 1.486, O4 1.388, C5 1.540, H7 1.097
4 O 0.7605 -0.4164 1.2870  C3 1.388, H8 0.975
5 C 0.2220 0.9757 -0.5811  C3 1.540, O6 1.201, H9 1.105
6 O 1.4054 1.0889 -0.7535  C5 1.201
7 H -1.0987 0.3921 1.0447  C3 1.097
8 H 1.5735 -0.2024 0.7933  O4 0.975
9 H -0.5200 1.5816 -1.1318  C5 1.105

Mulliken population analysis, charges in e, atoms 1 to 8:
1. N -0.355
2. C 0.084
3. C 0.185
4. O -0.522
5. C 0.096
6. O -0.460
7. H 0.236
8. H 0.374

---

For reference, energy above the lowest of the compared OMol25 structures with the same formula, charge and spin by record: 7.487, 5.442, 1.899, 1.369, 3.837, 0.007, 0.365, 2.352, 1.153, 1.764 eV.